No. 1
This record from the Open Molecules 2025 dataset describes a structure of composition C42H52Cl3CsGe2N5O2S3Si at a distorted geometry. The level of theory is ωB97M-V/def2-TZVPD.

Geometry as ORCA input:
```
! wB97M-V def2-TZVPD RIJCOSX def2/J DEFGRID3
* xyz -2 2
Cs -0.324 -0.580 -1.016
Ge 4.716 2.190 -0.710
Ge 1.365 0.566 -5.289
Cl 1.327 0.805 -7.557
Cl 3.206 1.875 -4.922
Cl 2.598 -1.567 -5.277
S -1.757 -3.687 1.356
S 2.418 -1.052 1.639
S -2.358 0.373 -3.794
Si -1.004 -3.144 -3.872
O -1.378 -2.839 0.203
O 1.009 -1.057 1.156
N 2.784 -2.238 -2.303
N -4.821 1.007 -2.994
N -1.924 1.853 -1.172
N -3.243 1.764 -1.582
N 0.545 2.070 0.072
C 1.967 2.241 0.356
C 1.289 0.736 3.341
C -3.066 4.565 0.618
C -4.845 -3.281 -2.266
C 5.235 1.475 1.063
C 2.323 1.615 5.329
C 0.283 -4.530 -3.829
C -3.456 1.089 -2.675
C -2.610 -4.910 -2.294
C 2.782 2.005 -0.937
C -3.963 5.625 0.651
C 3.491 -0.017 4.003
C -3.719 -2.901 -2.982
C -0.202 3.152 -0.071
C -2.923 4.749 -1.766
C -3.104 -0.379 3.257
C 2.703 -2.694 2.353
C -2.525 -2.590 2.552
C -3.736 -2.279 4.595
C 3.442 0.821 5.107
C 0.193 4.457 0.244
C 1.439 4.593 0.916
C 1.258 1.582 4.441
C -4.336 6.256 -0.528
C -3.148 -3.128 3.669
C -3.712 -0.905 4.388
C 2.279 3.543 1.051
C -0.198 -4.038 2.255
C -2.540 4.114 -0.587
C 2.860 -2.611 -1.208
C -2.505 -1.222 2.331
C -1.253 -2.589 -5.646
C 0.294 -3.024 3.282
C 5.361 4.044 -0.872
C -4.859 -4.477 -1.559
C -2.576 -3.711 -3.015
C 5.683 1.109 -2.037
C -3.735 -5.292 -1.575
C -1.588 2.961 -0.627
C -3.810 5.815 -1.736
C 1.806 -3.101 3.520
C 2.401 -0.070 3.145
H 0.022 -2.017 2.973
H 3.755 -2.721 2.650
H -5.032 7.087 -0.506
H 2.276 1.421 1.026
H 4.786 4.702 -0.221
H -0.460 5.304 0.101
H -0.293 -2.288 -6.071
H 2.081 -4.122 3.813
H -3.176 -4.204 3.813
H 1.700 5.547 1.370
H 2.617 -3.332 1.471
H -2.526 4.388 -2.706
H 2.614 0.975 -1.283
H -1.737 -5.555 -2.284
H -4.178 -0.244 5.108
H 5.125 0.387 1.051
H 5.233 4.388 -1.901
H -2.028 -0.814 1.448
H 2.755 -1.943 -3.298
H -5.710 -2.627 -2.246
H 0.492 -4.135 1.413
H -2.755 4.083 1.538
H -5.735 -4.767 -0.991
H -0.321 -5.031 2.696
H -1.653 -3.418 -6.242
H 4.379 -0.608 3.808
H -4.098 6.297 -2.663
H 4.286 0.870 5.783
H 2.050 -2.466 4.375
H 6.421 4.113 -0.613
H -0.072 -5.418 -4.366
H -4.221 -2.690 5.472
H 0.408 2.237 4.579
H 2.432 2.665 -1.734
H 0.500 0.738 2.596
H -3.092 0.689 3.083
H -0.212 -3.210 4.233
H 3.186 3.635 1.643
H -3.695 -1.941 -3.492
H 2.298 2.284 6.180
H -5.037 0.243 -3.613
H 1.188 -4.172 -4.326
H 0.550 -4.822 -2.811
H -4.365 5.963 1.600
H 6.760 1.285 -1.969
H 5.493 0.047 -1.865
H 4.611 1.875 1.862
H -3.731 -6.225 -1.022
H -1.941 -1.744 -5.701
H -5.418 1.104 -2.186
H 5.347 1.344 -3.049
H 6.280 1.709 1.286
*
```

Computed properties:
- Energy relative to the best compared isomer or geometry (same formula, charge and spin): 2.869 eV
- Kohn-Sham gap (alpha / beta): 0.142 / 0.142 Ha



No. 2
This record from the Open Molecules 2025 dataset describes a cluster of 9 separate species, C42H52F30N11O22S10 in total at a distorted geometry. The level of theory is ωB97M-V/def2-TZVPD.

Geometry as ORCA input:
```
! wB97M-V def2-TZVPD RIJCOSX def2/J DEFGRID3
* xyz 0 2
S -6.284 2.264 0.032
S -1.517 -3.956 -10.318
S -0.175 -2.459 -8.809
S 1.939 -1.117 3.681
S 3.961 5.181 5.170
S 0.546 1.032 0.042
S -5.823 0.542 -1.750
S 5.967 3.684 5.386
S 3.147 -2.779 5.272
S 0.406 0.919 -2.565
F -2.669 -6.352 -9.489
F 0.292 0.958 4.474
F -0.829 3.221 0.855
F -1.705 1.424 -4.196
F -0.675 -0.925 3.697
F 7.891 1.896 5.708
F 6.405 1.884 7.412
F -4.547 2.559 2.270
F 0.669 2.705 2.187
F 5.977 0.973 5.439
F 3.055 3.078 3.699
F -2.756 -5.954 -11.671
F 1.757 4.834 3.583
F -4.215 0.756 -3.882
F 4.129 -1.978 7.670
F 3.556 4.879 2.444
F -2.196 -0.804 -8.822
F 0.176 -0.878 5.701
F -5.942 4.222 2.090
F -1.192 1.549 2.125
F 5.580 -2.290 6.163
F -6.342 0.787 -4.396
F 4.564 -4.077 7.095
F -0.447 0.214 -7.920
F -0.272 -0.211 -4.867
F -5.525 2.585 -3.551
F -4.232 4.051 0.719
F -1.713 -0.540 -3.179
F -1.450 -1.278 -6.771
F -4.007 -4.900 -10.230
O 1.435 -2.355 3.032
O 1.384 -0.188 -2.460
O -2.139 -2.878 -11.063
O 6.164 3.591 3.949
O 2.965 5.954 5.889
O 6.796 4.686 6.046
O 0.380 -1.828 -10.044
O 4.902 6.071 4.478
O -6.915 1.192 0.784
O -0.279 -4.540 -10.949
O 0.854 -2.816 -7.852
O -7.292 0.388 -1.740
O -7.217 3.125 -0.735
O 3.730 -3.447 4.115
O 1.767 1.733 -0.352
O -5.084 -0.693 -1.602
O -4.638 5.153 -1.821
O -0.840 -3.129 -3.943
O 0.678 -0.340 0.526
O 1.915 -3.322 5.814
O 0.879 2.168 -3.173
O 2.506 -0.092 2.778
N 8.865 -2.544 3.999
N -3.271 -3.980 -6.651
N 4.547 3.700 5.907
N -5.064 1.756 -0.840
N -0.573 1.116 -1.071
N 2.965 -1.276 5.066
N -1.346 -3.657 -8.822
N -5.444 0.264 6.425
N 5.002 1.713 -0.190
N -2.716 2.862 -1.758
N -2.076 -1.937 0.643
C -1.213 -3.943 -5.042
C 5.887 0.908 -0.798
C 6.666 -1.957 3.208
C -2.018 -2.666 1.736
C -3.425 -1.123 2.909
C 6.637 1.928 6.083
C 0.258 -0.400 4.500
C 6.595 -0.031 -0.008
C -5.592 -1.008 5.974
C -0.941 4.459 -2.241
C -2.779 -5.344 -10.417
C -0.946 0.325 -3.843
C 9.406 -1.661 3.135
C -3.908 0.735 4.590
C -3.572 -0.430 1.688
C -4.553 1.102 5.783
C 5.387 0.721 1.950
C 9.702 -3.189 4.939
C -4.841 -1.481 4.915
C -2.972 -0.897 0.531
C 7.589 -2.820 3.952
C 4.402 2.695 -1.046
C -3.320 -5.100 -4.361
C -5.855 5.644 -2.414
C -5.204 3.349 1.335
C -0.250 2.163 1.435
C -5.424 1.205 -3.509
C -1.142 -0.942 -7.998
C -2.761 -2.302 2.862
C 7.227 -1.025 2.269
C 4.485 -2.774 6.669
C -2.421 4.369 -1.791
C 8.584 -1.016 2.210
C 3.054 4.445 3.576
C 4.805 1.687 1.178
C -3.439 5.194 -2.516
C 6.441 -0.088 1.382
C -1.289 -2.343 -0.565
C -2.776 -3.870 -5.133
C -6.170 0.546 7.631
C -4.038 -0.628 4.146
C 0.553 -3.331 -3.745
H -2.792 -2.896 3.763
H 10.752 -2.989 4.726
H 3.916 2.199 -1.886
H 7.328 -0.770 -0.294
H -6.176 -0.398 8.177
H -6.059 5.008 -3.276
H -2.010 -2.746 -1.277
H 9.586 -4.273 4.954
H -3.212 1.432 4.146
H 9.049 -0.281 1.570
H -3.605 2.698 -1.309
H -2.501 4.722 -0.763
H -0.324 3.706 -1.750
H -3.169 -4.917 -3.297
H -0.475 -3.048 -0.396
H -1.932 2.308 -1.443
H -4.395 -5.026 -4.196
H -5.657 6.649 -2.786
H 6.043 1.001 -1.863
H -6.714 5.639 -1.743
H 1.050 -2.549 -3.171
H -5.673 1.403 8.085
H 5.191 0.611 3.006
H -0.799 -3.401 -5.892
H 5.163 3.453 -1.235
H -4.160 0.475 1.636
H 10.456 -1.421 3.210
H -0.679 4.447 -3.299
H -3.172 6.247 -2.430
H -4.406 2.079 6.219
H 9.291 -2.923 5.914
H 1.071 -3.347 -4.704
H -7.227 0.761 7.473
H 7.203 -3.505 4.692
H -2.780 2.529 -2.710
H 5.615 -2.173 3.335
H 3.609 3.171 -0.470
H -3.120 -6.155 -4.546
H -1.001 -1.394 -1.016
H -4.243 -3.853 -6.893
H -6.115 -1.698 6.620
H -3.117 -2.883 -4.820
H -3.656 4.886 -3.539
H -0.548 5.407 -1.875
H 0.734 -4.296 -3.272
H -0.770 -4.918 -4.836
H -3.122 -4.937 -6.936
H -2.675 -3.424 -7.248
H -4.814 -2.531 4.666
H -1.276 -3.450 1.771
H 4.141 2.450 1.557
H -2.996 -0.333 -0.389
*
```

Computed properties:
- Kohn-Sham gap (alpha / beta): 0.111 / 0.208 Ha



No. 3
This record from the Open Molecules 2025 dataset describes a structure of composition C42H52N4P2Pd. The level of theory is ωB97M-V/def2-TZVPD.

Geometry as ORCA input:
```
! wB97M-V def2-TZVPD RIJCOSX def2/J DEFGRID3
* xyz 0 3
Pd 0.403 -0.192 -0.338
P -0.587 -2.263 0.296
P -0.097 -0.485 2.382
N -1.196 1.164 -1.179
N 2.152 0.575 -0.758
N -1.800 3.055 -2.428
N -0.668 -2.053 1.993
C 1.320 -1.741 5.999
C 3.157 2.884 0.855
C -0.558 -0.341 6.515
C 1.173 -5.726 -1.083
C 2.364 -5.726 -0.377
C 3.008 3.516 -2.749
C 3.350 -0.772 -3.066
C -3.010 -1.995 -0.986
C -0.604 4.943 -3.514
C -0.775 -0.130 5.159
C -4.057 2.997 -1.418
C -4.865 -3.514 -0.827
C 0.055 -0.720 4.206
C 1.110 -1.521 4.648
C 2.666 2.764 -1.638
C 4.215 -1.347 -1.939
C -2.251 -2.826 -0.163
C 0.471 -3.730 0.073
C 0.228 -4.731 -0.861
C 3.446 1.537 -4.024
C -0.256 1.408 -3.375
C -3.674 2.423 2.053
C 2.622 -4.722 0.551
C 3.139 0.728 -2.942
C -2.838 0.166 1.958
C -1.125 1.889 -2.249
C 2.641 1.337 -1.745
C 0.487 -1.147 6.938
C -4.313 -2.340 -1.318
C 0.893 3.567 0.001
C 3.356 2.921 -3.957
C 2.053 -1.577 -3.214
C 2.386 3.477 -0.327
C 1.685 -3.726 0.768
C -2.812 -4.007 0.323
C -3.888 1.069 1.836
C -1.565 0.609 2.294
C -2.398 2.877 2.370
C -1.350 1.976 2.477
C -2.653 3.592 -1.378
C -1.675 3.867 -3.634
C -4.116 -4.348 -0.005
H -0.350 2.335 2.700
H 1.421 -1.458 -2.330
H -1.604 0.493 4.844
H 2.282 -2.641 -3.323
H 1.487 -1.260 -4.093
H -0.810 5.611 -2.675
H 3.039 3.520 1.735
H -1.810 1.544 -0.466
H -1.344 -2.540 2.570
H -2.188 3.432 -0.404
H 2.141 -2.370 6.321
H -2.222 -4.668 0.949
H -2.218 3.934 2.528
H 1.773 -1.978 3.921
H 3.020 4.598 -2.663
H -0.851 1.200 -4.266
H 3.908 -0.907 -3.998
H -4.678 3.415 -0.625
H 0.742 4.169 0.903
H 2.790 1.883 1.094
H -2.649 4.322 -3.827
H -3.018 -0.888 1.777
H -1.465 3.226 -4.486
H 0.228 0.493 -3.055
H -4.876 0.711 1.574
H 3.613 3.530 -4.815
H 0.512 2.139 -3.634
H -4.533 3.211 -2.377
H -0.699 -4.736 -1.422
H 4.221 2.810 0.626
H -4.898 -1.693 -1.960
H 3.559 -4.710 1.092
H 0.656 -1.310 7.995
H 2.751 4.499 -0.464
H 0.339 4.033 -0.816
H 3.099 -6.501 -0.553
H -4.547 -5.265 0.374
H 0.488 2.570 0.174
H -2.565 -1.073 -1.351
H -2.703 4.673 -1.515
H 1.893 -2.920 1.462
H 3.789 1.071 -4.942
H 4.455 -2.392 -2.152
H -4.496 3.123 1.969
H -1.213 0.124 7.241
H 5.150 -0.792 -1.847
H -5.881 -3.785 -1.085
H 3.689 -1.296 -0.985
H 0.975 -6.502 -1.812
H -0.567 5.546 -4.424
H -4.022 1.914 -1.287
H 0.378 4.493 -3.357
*
```

Computed properties:
- Kohn-Sham gap (alpha / beta): 0.250 / 0.235 Ha



No. 4
This record from the Open Molecules 2025 dataset describes a structure of composition C42H53BrN4O6P2Ru at a distorted geometry. The level of theory is ωB97M-V/def2-TZVPD.

Geometry as ORCA input:
```
! wB97M-V def2-TZVPD RIJCOSX def2/J DEFGRID3
* xyz 1 6
Ru -0.484 -1.267 -0.191
Br -0.240 -6.298 4.325
P 0.269 2.447 -0.931
P 1.039 1.642 1.881
O 0.543 2.483 3.136
O 1.473 2.447 -1.967
O -0.721 3.637 -1.292
O 2.577 1.315 2.095
O 0.355 0.368 1.629
O -0.305 1.092 -0.966
N -3.424 -2.035 0.137
N -0.896 -0.902 -2.551
N -2.651 -1.002 0.301
N -1.837 -3.245 -1.074
C 4.243 1.959 3.712
C 1.343 -1.750 -1.029
C 0.385 -4.027 0.919
C 0.520 1.927 4.464
C 1.585 4.423 -3.375
C 0.072 -3.967 -5.218
C -4.196 1.860 2.920
C -1.476 -2.327 -4.421
C 0.700 -2.532 -3.365
C 2.291 3.573 -2.330
C -4.831 0.634 2.759
C -0.564 -1.924 -3.451
C -3.041 2.124 2.200
C 0.635 3.109 5.415
C 4.036 -2.006 -1.748
C -3.123 3.312 -1.214
C 0.987 -3.562 -4.263
C -3.955 -4.240 -0.469
C 3.606 3.009 -2.848
C -1.922 3.613 -2.095
C -2.273 -5.537 -1.552
C -0.840 -2.641 2.435
C 1.687 -2.143 -2.337
C -4.324 -0.311 1.899
C -3.057 -3.144 -0.488
C -0.244 -2.810 1.187
C -3.145 -0.056 1.168
C 2.359 -1.559 -0.092
C 0.396 -5.052 1.846
C -3.544 -5.443 -0.977
C -0.833 -3.659 3.377
C -1.161 -3.341 -5.304
C -1.844 2.623 -3.244
C -0.757 1.127 4.651
C -1.483 -4.405 -1.600
C 3.042 -2.233 -2.677
C -2.518 1.186 1.334
C 3.693 -1.699 -0.440
C -0.223 -4.865 3.071
C 3.586 2.295 2.380
C 0.903 3.024 0.677
C 4.586 2.283 1.231
H 0.677 2.768 6.445
H -4.804 -1.270 1.770
H 1.877 3.496 0.560
H 1.384 1.259 4.571
H 4.465 -1.589 0.308
H 0.621 4.758 -3.006
H 5.074 2.634 3.898
H 3.116 3.285 2.452
H 3.436 2.447 -3.762
H -3.153 3.979 -0.357
H -1.872 -3.634 -6.061
H -2.660 2.812 -3.937
H -1.913 -6.465 -1.962
H -1.316 -3.522 4.334
H 0.887 -4.193 -0.025
H 0.320 -4.769 -5.896
H 2.474 4.176 -1.433
H 5.073 -2.085 -2.037
H 5.316 3.076 1.363
H 4.608 0.936 3.699
H -0.206 -0.151 -2.539
H 0.218 3.758 1.098
H -4.187 -6.309 -0.929
H -3.068 2.288 -0.854
H -2.437 -1.833 -4.483
H -0.517 -4.424 -2.088
H 2.187 5.294 -3.613
H 1.530 3.688 5.194
H -4.924 -4.098 -0.021
H 4.069 2.431 0.285
H 4.298 3.820 -3.056
H 4.051 2.342 -2.114
H -1.615 1.402 0.792
H -4.601 2.593 3.602
H -0.227 3.758 5.295
H -0.790 0.335 3.909
H -0.782 0.686 5.642
H -0.899 2.703 -3.773
H 1.941 -4.065 -4.204
H -1.835 -0.544 -2.701
H -1.320 -1.699 2.690
H 3.534 2.066 4.529
H -1.994 4.638 -2.480
H -4.036 3.443 -1.788
H 2.123 -1.335 0.943
H 0.870 -5.990 1.609
H 3.320 -2.474 -3.692
H -1.623 1.769 4.512
H 1.436 3.839 -4.279
H 5.099 1.326 1.185
H -2.548 3.080 2.300
H -5.736 0.418 3.309
H -1.940 1.620 -2.842
*
```

Computed properties:
- Energy relative to the best compared isomer or geometry (same formula, charge and spin): 0.127 eV
- Kohn-Sham gap (alpha / beta): 0.234 / 0.205 Ha



Number 1 is which compound? C42H52Cl3CsGe2N5O2S3Si